[1]
Computed, not measured: one molecule with the formula C28H34O7, with ωB97M-V/def2-TZVPD.

* energy above the lowest of the compared OMol25 structures with the same formula, charge and spin: 215.3 kJ/mol
* DFT total energy: -43917.174 eV
* orbital gap: 7.55 eV
* SMILES: CCC1C/C(=C\c2cc(OC)c(OC)cc2OC)C(=O)/C(=C/c2cc(OC)c(OC)cc2OC)C1
* spin multiplicity: 1

The geometry in XYZ format:
```
69
C28H34O7, DFT ωB97M-V/def2-TZVPD
H -2.094 -3.123 -6.059
C 1.215 -0.855 2.129
C 1.069 -0.240 3.439
H -1.303 -5.047 -5.024
C -1.362 -1.146 -6.372
H -1.751 4.408 0.716
H -2.005 -2.868 -8.367
H 2.575 1.439 8.015
H -2.899 -1.574 -9.201
C -1.529 -2.310 -5.636
C 0.793 0.892 6.005
C 3.898 -1.821 5.109
H 2.534 -0.237 6.493
O -1.867 -0.936 -7.616
O 2.970 -1.435 4.128
H -3.507 -2.210 -7.654
H 4.479 -0.968 5.476
O -0.476 1.017 -6.628
H 1.503 0.093 8.506
H 3.411 -2.321 5.954
H 0.859 1.403 -2.010
C -1.783 2.314 6.366
C -0.754 2.835 -0.374
C -0.251 -1.377 -3.802
C 1.972 -0.571 4.464
H 1.476 -1.908 2.137
H -1.730 -5.433 -3.339
H -2.734 2.802 6.152
H -0.778 3.353 1.735
H 0.127 3.441 -0.599
O -1.115 -3.553 -3.593
O 0.653 1.495 7.230
H 1.301 1.837 -5.936
C -0.976 -2.441 -4.367
C 0.328 -1.551 -2.488
O 1.636 -2.265 -0.214
H -1.182 0.799 0.164
H 0.536 0.567 -4.154
C -0.336 1.369 -0.237
C 0.513 -0.642 -1.509
C 1.826 0.003 5.718
C -1.441 3.378 0.874
H 4.568 -2.524 4.616
C -0.144 1.188 5.003
C 1.142 -1.149 -0.266
H -2.838 -4.450 -4.326
H 1.218 1.736 9.126
H 0.617 -2.569 -2.253
H 0.739 1.714 1.632
H -0.796 0.841 -2.284
H -1.442 2.926 -1.219
H 0.226 2.862 -6.917
O -1.222 2.028 5.106
C 0.052 0.786 -1.597
H -2.325 2.788 1.108
C 0.021 0.616 3.748
C -0.613 -0.082 -5.827
H -0.734 0.835 3.011
H 1.752 1.601 0.194
H -0.189 2.516 -5.220
C 0.866 1.189 0.689
C 1.086 -0.272 0.927
C -2.606 -1.963 -8.227
H -1.965 1.403 6.942
C -0.078 -0.216 -4.562
C -1.786 -4.671 -4.115
C 0.258 2.107 -6.133
C 1.546 1.160 8.262
H -1.152 2.988 6.950
```

[2]
Computed, not measured: C28H35BCuN5O4S2 as an isolated structure, with ωB97M-V/def2-TZVPD.

* energy above the lowest of the compared OMol25 structures with the same formula, charge and spin: 48.1 kJ/mol
* DFT total energy: -112229.783 eV
* charge: +1
* orbital gap (spin up / spin down): 6.84 / 6.13 eV
* expectation value of S²: 0.754
* spin multiplicity: 2

The geometry in XYZ format:
```
76
C28H35BCuN5O4S2, DFT ωB97M-V/def2-TZVPD
O 2.866 0.798 -0.253
C -0.115 -5.269 3.738
C -3.119 -2.451 -3.180
O -0.299 1.332 -1.514
C 0.804 -1.073 -1.650
H 5.114 1.389 -2.683
H -4.967 0.292 -2.448
H 0.551 -3.527 0.649
Cu -0.662 1.589 0.520
H 2.554 4.382 -2.077
H 3.648 3.345 -3.000
H -2.120 -1.849 1.342
S 0.343 -1.365 2.653
C -1.540 -2.900 3.829
H 3.424 0.887 -2.823
H -3.066 -4.027 4.815
H 5.303 0.114 0.240
C 4.026 1.460 -0.818
H -5.462 2.910 0.782
H -1.815 -6.161 4.696
H -0.711 -2.371 -0.901
H -0.329 -1.009 0.159
H -3.232 -3.485 -3.475
H -2.087 -1.964 3.884
C 0.446 -4.107 3.225
C -1.848 -1.913 -3.046
C -1.978 4.189 0.166
C -2.726 -0.967 1.194
O 2.562 3.038 0.159
N -2.297 0.254 0.939
C -0.273 -2.916 3.248
H 1.448 -4.139 2.822
C 2.938 3.366 -2.173
C 4.305 0.856 -2.182
N -2.140 2.888 0.395
H 5.010 1.624 1.108
C -1.712 -0.586 -2.659
H -2.695 1.258 -2.188
H 0.454 -6.189 3.713
H 4.613 -0.184 -2.063
C 1.619 -1.849 1.470
C -4.241 -1.664 -2.948
S -0.114 0.192 -2.493
N -4.058 -0.943 1.270
H 1.880 -2.972 -0.336
H 5.054 3.792 0.512
H 5.535 3.839 -1.193
C 3.590 2.968 -0.855
C -3.375 2.426 0.612
C 4.695 3.944 -0.503
O 1.018 1.470 1.137
C -1.383 -5.253 4.297
N -4.541 0.297 1.069
H -0.971 4.544 -0.011
H -4.690 -1.708 1.450
H -2.958 6.093 -0.023
N -4.311 4.585 0.376
C -2.826 0.217 -2.457
C -3.446 0.986 0.876
C -2.087 -4.059 4.354
C 5.190 1.192 0.122
H 2.073 -0.905 1.157
C -4.463 3.287 0.601
C -3.079 5.033 0.159
C 0.103 -1.757 -0.508
B 2.098 1.761 0.383
C -4.094 -0.329 -2.598
H 2.388 -2.421 1.986
H 4.318 4.964 -0.582
H 1.096 -1.772 -2.440
H 2.098 2.710 -2.408
H 6.124 1.595 -0.271
H -0.980 -2.527 -3.252
C 1.056 -2.625 0.297
H 1.703 -0.538 -1.328
H -5.229 -2.089 -3.060
```

[3]
Computed, not measured: a 8-piece molecular cluster, C28H35Cl10N3O6 overall at a distorted geometry, with ωB97M-V/def2-TZVPD.

* energy above the lowest of the compared OMol25 structures with the same formula, charge and spin: 36.9 kJ/mol
* DFT total energy: -171574.689 eV
* orbital gap: 9.34 eV
* SMILES: O=[N+]([O-])c1ccccc1.O=[N+]([O-])c1ccccc1.O=[N+]([O-])c1ccccc1.ClCCCl.ClCCCl.ClCCCl.ClCCCl.ClCCCl
* spin multiplicity: 1

The geometry in XYZ format:
```
82
C28H35Cl10N3O6, DFT ωB97M-V/def2-TZVPD
H 19.640 10.636 -6.872
H 12.219 7.865 -3.254
H 19.627 5.403 -1.430
H 16.001 10.231 -9.365
C 24.222 11.003 -4.434
C 23.725 6.408 -2.706
C 12.774 8.561 -2.625
H 12.967 8.040 -1.687
H 17.243 8.650 -4.338
Cl 11.750 10.010 -2.331
C 18.481 10.368 -3.899
H 17.959 15.196 -4.493
Cl 17.634 11.288 -5.129
H 25.468 5.106 -2.680
Cl 20.597 15.992 -5.219
N 21.983 7.758 -5.707
H 23.642 6.425 -1.629
C 21.161 4.642 1.492
C 22.524 3.957 -0.429
H 17.283 9.255 -11.218
C 20.365 4.969 -0.772
N 23.698 3.210 -1.001
C 19.761 10.792 -7.944
C 22.831 7.135 -3.481
Cl 19.112 15.470 -2.382
Cl 15.361 9.692 -2.190
C 16.690 9.420 -9.187
H 14.616 7.908 -3.599
H 24.445 10.252 -2.413
C 18.378 7.900 -9.870
H 21.728 4.457 -2.349
C 18.648 14.591 -3.904
Cl 19.042 7.902 -2.977
C 24.915 11.010 -3.039
C 18.306 8.864 -4.227
H 24.013 6.175 -6.575
H 19.034 7.496 -10.627
Cl 19.119 12.160 -10.091
C 21.577 4.455 -1.279
H 25.998 10.895 -3.051
O 22.137 7.668 -6.941
N 19.235 6.280 -8.297
C 24.697 5.556 -3.287
C 22.239 4.044 0.918
C 19.310 12.157 -8.319
H 25.528 4.795 -5.074
O 19.652 5.546 -9.226
H 24.506 10.093 -4.962
H 14.043 9.533 -4.140
H 21.079 4.654 2.568
H 18.663 8.620 -5.228
C 16.700 8.982 -7.859
C 17.463 8.883 -10.220
O 24.745 3.080 -0.364
O 23.591 2.809 -2.186
H 19.745 13.767 -5.632
Cl 24.520 12.533 -2.089
C 14.221 8.876 -3.289
H 20.049 12.948 -8.182
C 24.755 5.437 -4.678
H 19.542 10.597 -4.008
O 21.132 8.460 -5.245
H 18.262 13.623 -3.585
H 19.211 10.007 -8.463
Cl 22.441 11.015 -4.158
H 20.731 13.944 -4.301
H 17.551 7.679 -6.491
C 17.528 7.928 -7.542
C 19.891 14.439 -4.787
H 18.121 10.689 -2.922
Cl 21.480 10.518 -8.103
H 22.986 3.626 1.575
C 20.191 5.014 0.625
C 22.947 6.995 -4.897
H 15.991 9.351 -7.133
C 18.394 7.437 -8.562
C 23.893 6.165 -5.501
H 18.386 12.489 -7.846
O 19.421 6.049 -7.118
H 24.374 11.804 -5.157
H 19.265 5.360 1.062
H 22.081 7.816 -3.106
```

[4]
Computed, not measured: C28H35Cl39N2OS as an isolated structure at a distorted geometry, with ωB97M-V/def2-TZVPD.

* energy above the lowest of the compared OMol25 structures with the same formula, charge and spin: 0.0 kJ/mol
* DFT total energy: -533839.760 eV
* orbital gap: 8.34 eV
* spin multiplicity: 1

The geometry in XYZ format:
```
106
C28H35Cl39N2OS, DFT ωB97M-V/def2-TZVPD
Cl 2.667 -0.258 3.887
Cl -6.593 6.821 -5.564
H 2.819 -1.145 -1.564
Cl 2.822 -6.725 4.305
Cl -2.862 3.452 1.089
C -0.814 -0.641 -3.870
Cl 4.021 -4.699 -1.112
Cl 4.402 -6.414 1.927
C -1.998 -1.757 -0.646
Cl -1.705 -5.432 7.102
Cl -8.230 8.287 -7.465
Cl 1.512 4.164 6.732
H 3.442 -1.449 0.075
Cl -2.977 -6.035 4.006
H 0.278 -6.545 6.555
C 0.449 0.253 -5.867
C 0.496 5.590 6.546
Cl 7.810 0.130 -0.764
Cl 0.031 -5.024 4.789
C -0.052 -5.517 6.487
Cl 4.381 -3.662 7.200
C -1.965 -0.254 -0.323
Cl 1.747 7.164 1.709
H -1.817 -0.247 -4.014
Cl 5.772 -0.983 -2.511
Cl 0.608 4.514 2.047
H 4.669 -1.292 4.517
H -3.306 -6.297 1.705
C -2.135 -2.055 -2.133
C 0.927 0.564 -0.186
C -0.145 -0.875 -5.202
Cl -8.050 9.179 -4.707
C -0.046 -2.083 -5.851
C 4.171 -1.117 3.573
H -3.007 0.042 -0.227
H -0.563 -2.757 -3.387
Cl -5.593 2.495 1.385
C 0.228 0.096 1.076
C -1.317 0.042 1.032
Cl -5.332 -5.381 2.430
C 6.409 -0.938 -0.867
Cl 1.637 4.592 -4.638
H 0.556 0.093 -1.095
H 0.657 -3.268 -7.499
H -2.914 -1.453 -2.593
H 0.628 -0.845 1.438
H 2.366 -6.310 -0.697
H 3.163 5.068 -2.932
H 0.883 1.642 -0.312
Cl 1.288 -4.740 -2.058
Cl -1.105 5.150 5.950
Cl 1.024 -4.551 7.493
C -4.456 3.350 0.341
H -2.891 -2.144 -0.152
C 3.539 -2.485 8.215
C 4.465 -6.755 3.659
Cl -4.370 2.581 -1.247
N 0.469 1.519 -5.445
N 1.637 1.206 -7.606
H -4.838 4.356 0.188
H -1.760 0.934 1.464
H 0.486 0.822 1.845
Cl 1.121 4.841 -1.810
Cl -6.710 5.539 -0.471
H -7.392 3.518 -1.440
C 2.379 -5.230 -0.761
C 0.622 -2.270 -7.098
C -3.574 -5.535 2.424
Cl 6.816 -2.563 -0.311
Cl -7.673 5.072 -3.167
C 2.596 -1.076 -0.497
Cl 3.832 -2.678 2.824
Cl 5.247 -0.142 2.566
H -1.562 0.339 -1.141
Cl 1.256 6.760 5.460
Cl 2.123 7.133 -3.292
C 1.204 -1.205 -7.741
H -1.619 -0.775 1.688
H 2.705 -2.083 7.655
O 2.327 0.247 -0.102
Cl 4.614 -1.151 8.633
H 1.727 -1.332 -8.674
H -0.499 -2.956 -5.409
Cl -1.125 6.788 1.511
Cl -9.412 4.566 -0.896
C 1.109 0.072 -7.116
H 0.383 6.057 7.515
Cl 2.911 -3.267 9.670
C 2.147 5.375 -3.139
H -1.165 -2.299 -0.197
S 1.295 2.357 -6.537
H 1.761 -1.751 -0.296
H -0.005 -1.670 -2.170
H 5.637 -0.546 -0.218
C -7.754 4.537 -1.492
H -0.257 0.169 -3.402
Cl -2.814 -4.021 1.923
H -6.343 9.026 -6.299
H 4.873 -7.749 3.786
Cl 1.841 -4.584 0.789
C 0.361 6.244 2.294
H -2.396 -3.106 -2.236
C -7.193 8.409 -6.043
H 0.271 6.415 3.360
C -0.799 -1.824 -2.893
Cl 5.509 -5.623 4.513
```